Entry 1:
DFT (ωB97M-V/def2-TZVPD) results for the molecule C5H8N2O.

The geometry in XYZ format:
```
16
Properties=species:S:1:pos:R:3
O 2.442 0.337 1.379
N -0.775 -0.889 0.647
N -2.010 -0.527 0.421
C -0.052 1.489 0.406
C 1.177 -0.633 -0.790
C 0.188 0.011 0.538
C 1.611 -0.463 0.962
C 0.534 -0.814 -1.923
H -2.291 0.441 0.312
H -2.714 -1.235 0.552
H 1.603 -1.533 1.215
H -0.614 1.739 -0.498
H 0.912 1.992 0.369
H 1.120 -1.070 -2.802
H -0.541 -0.713 -2.067
H -0.591 1.868 1.280
```

Computed properties:
orbital gap (alpha / beta) = 0.2929 / 0.2928 hartree
lowest unoccupied orbital energy (alpha / beta) = -0.519 / -0.520 eV

***

Entry 2:
DFT (ωB97M-V/def2-TZVPD) results for a structure of composition C5H8N2O2.

The geometry in XYZ format:
```
17
Properties=species:S:1:pos:R:3
O 1.316 -0.399 1.935
O -1.555 0.607 -1.165
N -0.154 2.273 0.293
N 1.070 0.180 0.867
C -0.291 0.948 0.870
C -0.887 -1.418 0.015
C -1.008 0.068 -0.076
C 0.488 -1.095 -0.397
C 1.397 -1.599 -1.213
H -0.664 0.961 1.892
H -0.176 2.995 1.000
H -0.991 -1.820 1.021
H 2.334 -1.085 -1.389
H 0.738 2.335 -0.192
H -1.383 1.574 -1.084
H 1.275 -2.575 -1.674
H -1.510 -1.952 -0.702
```

Computed properties:
orbital gap (alpha / beta) = 0.2897 / 0.2599 hartree
lowest unoccupied orbital energy (alpha / beta) = -0.010 / -0.016 eV

***

In kcal per mole, the energy above the lowest of the compared OMol25 structures with the same formula, charge and spin values for the records above are, in order, 140.1; 161.6.